No. 1
Density functional theory data (ωB97M-V with the def2-TZVPD basis set) for a molecular structure, CH3N3S in a non-equilibrium geometry.

Geometry (Å):
C: -2.36254 -1.02553 -0.23816
N: 0.72539 -1.89157 0.17164
N: 0.53286 -0.75599 0.12862
N: 1.27208 0.34167 0.07991
S: -1.47324 0.19987 0.22870
H: -3.43795 -0.91172 -0.28707
H: 2.25728 0.28261 -0.13942
H: 0.77470 1.19542 -0.12878

Results
Frontier orbital gap (spin up / spin down) ... 7.40 / 7.40 eV
E_HOMO (spin up / spin down) ... -7.5 / -7.5 eV
E_tot ... -16385.454 eV

Atomic partial charges in e from the natural (NBO) method, atoms 1 to 6: atom 1 (C): -0.49, atom 2 (N): -0.11, atom 3 (N): 0.06, atom 4 (N): -0.65, atom 5 (S): 0.22, atom 6 (H): 0.18

***

No. 2
Density functional theory data (ωB97M-V with the def2-TZVPD basis set) for a single C2H4F2NOPS molecule in a non-equilibrium geometry.

Geometry (Å):
H: -1.70651 -0.67798 -2.03041
N: -0.98147 -0.07327 -1.76081
C: -0.73681 0.02727 -0.52596
C: -1.23747 -0.46042 0.80375
O: 0.26422 0.95008 -0.32124
P: 1.72050 0.51362 0.02856
F: 2.01420 1.51047 1.22837
F: 2.60976 1.30303 -1.03569
S: 2.17021 -1.38018 0.41082
H: -0.25592 -0.62263 1.43379
H: -1.96925 0.29488 1.17104
H: -1.89146 -1.38487 0.59777

Results
Frontier orbital gap ... 10.61 eV
E_HOMO ... -10.1 eV
E_tot ... -31237.950 eV
SMILES ... [H]/N=C(\C)OP(F)(F)=S

Atomic partial charges in e from the natural (NBO) method, atoms 1 to 6: atom 1 (H): 0.35, atom 2 (N): -0.61, atom 3 (C): 0.56, atom 4 (C): -0.72, atom 5 (O): -0.81, atom 6 (P): 2.10

***

No. 3
Density functional theory data (ωB97M-V with the def2-TZVPD basis set) for a molecular structure, C22H42AsBN3O5RuS2 in a non-equilibrium geometry.

Geometry (Å):
Ru: -0.73402 1.52549 -0.52011
C: -1.37149 1.46858 -3.72948
C: -2.54901 1.93970 -2.92619
N: -2.67036 1.19578 -1.65892
C: -3.01369 -0.23767 -1.77460
C: -2.13737 -1.02273 -0.84869
N: -0.73624 -0.63952 -1.05167
C: -0.12034 -1.05311 -2.32392
C: 0.57908 0.11463 -2.98593
N: -0.20858 1.35343 -2.84335
H: -1.20025 2.16399 -4.55178
H: -1.56295 0.49406 -4.18377
H: -3.46098 1.87914 -3.52767
H: -2.39114 2.98285 -2.65724
H: -3.35214 1.67489 -1.08639
H: -2.87148 -0.54902 -2.80910
H: -4.06182 -0.41927 -1.53493
H: -2.29825 -2.09656 -0.98103
H: -2.38292 -0.76659 0.18209
H: -0.18852 -0.95918 -0.25495
H: -0.89810 -1.44934 -2.97912
H: 0.59555 -1.86041 -2.16837
H: 0.78087 -0.10974 -4.03643
H: 1.53346 0.28377 -2.49949
H: 0.42246 2.13279 -2.98635
C: -4.73445 3.17269 0.48671
C: -3.65195 4.01821 -0.19560
As: -1.88871 3.57719 0.42586
C: -1.72672 4.41828 2.17067
C: -2.68509 5.57541 2.42678
C: -0.79306 4.85776 -0.61520
C: -1.29573 6.29310 -0.78739
H: -5.72325 3.40221 0.09000
H: -4.76174 3.35605 1.56093
H: -4.57009 2.09797 0.36580
H: -3.81453 5.07564 -0.00390
H: -3.67529 3.87750 -1.27798
H: -0.68450 4.72010 2.22083
H: -1.85303 3.64018 2.92124
H: -2.63686 6.34568 1.66041
H: -2.42762 6.04511 3.37740
H: -3.72280 5.24571 2.49954
H: -0.62848 4.39826 -1.58717
H: 0.16554 4.84662 -0.09423
H: -2.29528 6.33046 -1.22458
H: -0.63033 6.85322 -1.44718
H: -1.32631 6.82551 0.16119
O: -0.33776 0.44940 1.42900
S: 0.86196 1.28121 1.81128
O: 1.74276 0.65381 2.74164
O: 0.57290 2.67494 2.01548
S: 1.86650 1.33329 -0.15246
C: 3.81807 -7.09704 0.94702
C: 3.29692 -6.02503 1.91187
C: 4.12488 -6.04849 3.20524
C: 1.84758 -6.34862 2.26872
C: 3.43165 -4.64060 1.26906
C: 4.70522 -4.18227 0.90173
C: 4.94170 -2.89825 0.41923
C: 3.84197 -2.08355 0.30646
O: 3.78688 -0.73983 -0.06856
B: 2.46498 -0.41422 0.07800
O: 1.67113 -1.48958 0.43000
C: 2.58578 -2.52790 0.62021
C: 2.33612 -3.78969 1.10562
H: 3.71239 -8.08765 1.39612
H: 4.87377 -6.95080 0.70882
H: 3.25668 -7.08524 0.00944
H: 3.95963 -6.98870 3.73831
H: 3.83941 -5.22686 3.86533
H: 5.19436 -5.96239 3.00192
H: 1.80425 -7.33728 2.72999
H: 1.20439 -6.36700 1.38432
H: 1.43611 -5.63376 2.98647
H: 5.55378 -4.84616 1.01355
H: 5.93558 -2.55531 0.16350
H: 1.32890 -4.08525 1.36592

Results
Frontier orbital gap (spin up / spin down) ... 7.84 / 7.84 eV
Net charge ... +1
E_HOMO (spin up / spin down) ... -10.7 / -10.7 eV
E_tot ... -123968.037 eV

Atomic partial charges in e from the Löwdin method, atoms 1 to 6: atom 1 (Ru): 0.81, atom 2 (C): -0.18, atom 3 (C): -0.19, atom 4 (N): -0.13, atom 5 (C): -0.16, atom 6 (C): -0.18

***

No. 4
Density functional theory data (ωB97M-V with the def2-TZVPD basis set) for 3 unconnected molecules or ions with the total composition C2H12NO2S2 in a non-equilibrium geometry.

Geometry (Å):
N: 0.49719 -0.25278 1.13123
C: -1.00874 -0.26203 1.09085
C: -1.58819 -0.88277 -0.16419
S: -3.15891 -0.01667 -0.64252
S: -2.86958 0.66254 -2.53272
H: 0.89907 0.68012 1.36530
H: 1.92043 -0.37703 -2.01888
H: 0.87591 -0.77746 1.94226
H: -1.24734 0.79590 1.11759
H: -1.34449 -0.84370 1.93595
H: -0.99874 -0.61394 -1.04348
H: -1.64213 -1.95775 -0.14706
H: -2.24373 1.83147 -2.29075
H: 2.69724 2.30303 1.69142
H: 3.07091 1.46868 0.44454
O: 2.64526 1.40071 1.31710
H: 1.05406 -1.61267 -2.05125
H: 0.99439 -0.56897 0.28916
O: 1.44739 -0.97671 -1.43453

Results
Frontier orbital gap (spin up / spin down) ... 3.25 / 9.84 eV
E_HOMO (spin up / spin down) ... -2.9 / -9.5 eV
E_tot ... -29520.970 eV
Spin multiplicity ... 2

Atomic partial charges in e from the natural (NBO) method, atoms 1 to 6: atom 1 (N): -0.89, atom 2 (C): -0.32, atom 3 (C): -0.57, atom 4 (S): 0.07, atom 5 (S): -0.13, atom 6 (H): 0.42

***

No. 5
Density functional theory data (ωB97M-V with the def2-TZVPD basis set) for a molecular structure, C2H10CsO4.

Geometry (Å):
Cs: -1.39004 -0.54622 -2.34124
O: 1.26558 -0.55631 -4.25589
H: 1.43748 -1.27203 -4.88036
H: 1.14573 -0.99451 -3.41072
O: 1.42369 0.76092 -1.04120
H: 1.37163 -0.14834 -1.34643
H: 1.32507 0.72583 -0.07221
C: -1.40694 0.55105 1.39458
C: -0.34235 0.48296 2.46379
O: 0.96232 0.20770 1.93901
O: -1.60691 -0.69092 0.71350
H: -1.12230 1.31872 0.66084
H: -2.36967 0.86166 1.79227
H: -0.58961 -0.27437 3.21422
H: -0.27867 1.43646 2.98437
H: 0.95885 -0.71671 1.66515
H: -0.78383 -1.14590 0.52032

Results
Frontier orbital gap ... 10.27 eV
Net charge ... +1
E_HOMO ... -14.3 eV
E_tot ... -10968.077 eV

Atomic partial charges in e from the natural (NBO) method, atoms 1 to 6: atom 1 (Cs): 0.99, atom 2 (O): -0.92, atom 3 (H): 0.49, atom 4 (H): 0.43, atom 5 (O): -0.94, atom 6 (H): 0.43

***

No. 6
Density functional theory data (ωB97M-V with the def2-TZVPD basis set) for a molecular structure, C14H18AsNPbS3Sb in a non-equilibrium geometry.

Geometry (Å):
Pb: -1.90754 0.62865 -1.04629
S: 1.15081 3.39482 1.40589
Sb: -1.25204 3.54328 0.89412
S: -1.83415 1.23102 1.45508
S: -1.36568 3.10635 -1.55249
C: 3.59490 1.65000 0.18120
As: 1.74927 1.00958 0.03913
C: 1.77010 -0.10969 1.68116
C: 1.99799 -0.60216 -1.24615
C: 2.85535 -1.66041 -0.67800
C: 2.27815 -2.78337 -0.15906
C: 3.02560 -3.76429 0.37411
C: 4.43937 -3.65242 0.54223
C: 5.03842 -2.52282 0.01363
C: 4.26830 -1.56371 -0.65750
H: 3.56692 2.70600 0.50930
H: 4.05401 1.60687 -0.81187
H: 4.09474 0.96598 0.80407
H: 2.77213 -0.50541 1.73144
H: 1.19174 -1.05177 1.70610
H: 1.50694 0.43729 2.50929
H: 2.39911 -0.23221 -2.16757
H: 0.97028 -0.83917 -1.48157
H: 1.21841 -2.89152 -0.26478
H: 2.67304 -4.68440 0.85970
H: 4.99008 -4.41890 1.05500
H: 6.09400 -2.46607 -0.01479
H: 4.78225 -0.72606 -1.08864
C: -7.10242 1.45282 -0.15837
C: -6.66640 0.20948 -0.35493
C: -5.39394 0.00571 -0.80554
N: -4.50041 1.00545 -0.76236
C: -4.90524 2.29536 -0.53930
C: -6.26868 2.55299 -0.27737
H: -8.17628 1.55800 0.11386
H: -7.26104 -0.65444 -0.19110
H: -5.02986 -0.93932 -1.09139
H: -4.21966 3.10749 -0.44204
H: -6.59857 3.60101 -0.08422

Results
Frontier orbital gap (spin up / spin down) ... 7.47 / 6.03 eV
E_HOMO (spin up / spin down) ... -7.4 / -7.8 eV
E_tot ... -121429.988 eV
Spin multiplicity ... 2

Atomic partial charges in e from the natural (NBO) method, atoms 1 to 6: atom 1 (Pb): 0.98, atom 2 (S): -0.53, atom 3 (Sb): 0.96, atom 4 (S): -0.86, atom 5 (S): -0.86, atom 6 (C): -0.95

***

What is the E_tot in the fifth record?
-10968.077 eV

***

What did the second record say?
Density functional theory data (ωB97M-V with the def2-TZVPD basis set) for a single C2H4F2NOPS molecule in a non-equilibrium geometry.

Geometry (Å):
H: -1.70651 -0.67798 -2.03041
N: -0.98147 -0.07327 -1.76081
C: -0.73681 0.02727 -0.52596
C: -1.23747 -0.46042 0.80375
O: 0.26422 0.95008 -0.32124
P: 1.72050 0.51362 0.02856
F: 2.01420 1.51047 1.22837
F: 2.60976 1.30303 -1.03569
S: 2.17021 -1.38018 0.41082
H: -0.25592 -0.62263 1.43379
H: -1.96925 0.29488 1.17104
H: -1.89146 -1.38487 0.59777

Results
Frontier orbital gap ... 10.61 eV
E_HOMO ... -10.1 eV
E_tot ... -31237.950 eV
SMILES ... [H]/N=C(\C)OP(F)(F)=S

Atomic partial charges in e from the natural (NBO) method, atoms 1 to 6: atom 1 (H): 0.35, atom 2 (N): -0.61, atom 3 (C): 0.56, atom 4 (C): -0.72, atom 5 (O): -0.81, atom 6 (P): 2.10